The following is a quantum chemistry calculation of an isolated ion of composition C3H6N2O3P and charge -1 in a non-equilibrium geometry, from the Open Molecules 2025 dataset.

Element x y z (Å)
C: -0.457 0.500 -0.102
C: 1.561 -0.836 -0.220
C: 2.715 0.306 0.051
N: 0.269 -0.559 0.240
N: 2.621 1.485 0.142
O: -2.723 0.016 -1.262
O: -2.246 -1.103 1.093
O: -2.993 1.431 0.866
P: -2.233 0.052 0.170
H: 1.618 -0.897 -1.349
H: 1.936 -1.772 0.113
H: 3.642 -0.503 0.229
H: -0.092 1.153 -0.978
H: -0.089 -1.148 0.910
H: -3.528 1.874 0.097

Properties
ΔE to the lowest compared entry with this formula, charge and spin in kJ/mol: 245.2
Frontier orbital gap (spin up / spin down) in eV: 6.33 / 6.34
Energy in eV: -21620.539
Charge: -1

The following is a quantum chemistry calculation of the molecule C3H6N2O3S in a non-equilibrium geometry, from the Open Molecules 2025 dataset.

Element x y z (Å)
N: -1.131 1.566 -0.859
C: -1.213 0.758 0.383
C: 0.134 0.823 1.292
S: 1.533 0.789 -0.058
N: 1.569 -0.842 0.201
O: 2.414 -1.366 -0.437
C: -1.501 -0.534 -0.099
O: -1.507 -0.788 -1.345
O: -1.805 -1.351 0.887
H: -0.934 2.556 -0.460
H: -0.320 1.280 -1.447
H: -2.117 0.870 0.921
H: 0.194 -0.069 1.913
H: 0.057 1.777 1.704
H: -1.817 -2.344 0.613

Properties
ΔE to the lowest compared entry with this formula, charge and spin in kJ/mol: 344.5
SMILES: N[C@H](CSN=O)C(=O)O
Frontier orbital gap in eV: 9.22
Energy in eV: -23162.397

The following is a quantum chemistry calculation of the molecule C3H6N2O3S in a non-equilibrium geometry, from the Open Molecules 2025 dataset.

Element x y z (Å)
C: -0.770 0.059 0.762
C: 1.571 0.648 -0.336
C: 1.306 -0.777 0.101
N: 0.633 1.438 0.382
N: -0.050 -0.971 0.577
O: -1.633 0.444 -1.265
O: -3.340 0.938 0.440
O: -2.723 -1.375 -0.077
S: -2.417 0.012 -0.060
H: 2.523 1.062 0.092
H: 1.585 0.757 -1.392
H: 1.599 -1.482 -0.599
H: 1.893 -0.858 0.978
H: 0.047 2.062 -0.040
H: -0.223 -1.957 0.436

Properties
ΔE to the lowest compared entry with this formula, charge and spin in kJ/mol: 454.8
Frontier orbital gap in eV: 9.05
Energy in eV: -23161.254

The following is a quantum chemistry calculation of C3H6N2O3S as an isolated structure in a non-equilibrium geometry, from the Open Molecules 2025 dataset.

Element x y z (Å)
C: -1.856 0.447 0.563
C: -1.518 -0.809 0.408
C: -1.148 1.357 -0.422
N: 0.082 0.029 -0.860
N: 2.243 -1.130 -0.345
O: 2.130 1.439 -0.060
O: 1.201 -0.160 1.533
O: -0.547 -1.116 -0.439
S: 1.475 0.198 0.217
H: -2.669 0.838 1.123
H: -1.653 -1.521 1.122
H: -1.567 1.386 -1.363
H: -0.490 2.022 0.042
H: 1.500 -1.820 -0.333
H: 2.819 -1.159 -1.187

Properties
ΔE to the lowest compared entry with this formula, charge and spin in kJ/mol: 446.1
Frontier orbital gap in eV: 10.10
Energy in eV: -23161.344

The following is a quantum chemistry calculation of the molecule C3H6N2O4 in a non-equilibrium geometry, from the Open Molecules 2025 dataset.

Element x y z (Å)
O: 2.318 1.257 -0.370
C: 1.321 0.603 -0.011
C: -0.020 1.217 0.093
C: -1.197 0.504 0.107
O: -2.366 1.186 0.241
N: -1.301 -0.864 0.090
O: -2.600 -1.224 -0.429
N: 1.431 -0.815 0.142
O: 2.751 -1.274 0.105
H: -0.078 2.292 -0.028
H: -3.111 0.635 -0.042
H: -0.533 -1.316 -0.396
H: -2.912 -1.753 0.321
H: 1.003 -1.164 0.988
H: 3.277 -0.441 0.015

Properties
ΔE to the lowest compared entry with this formula, charge and spin in kJ/mol: 469.8
SMILES: O=C(/C=C(/O)NO)NO
Frontier orbital gap in eV: 9.06
Energy in eV: -14375.156

The following is a quantum chemistry calculation of C3H6N2O4 as an isolated structure in a non-equilibrium geometry, from the Open Molecules 2025 dataset.

Element x y z (Å)
C: 0.506 -0.488 0.701
C: -0.120 0.653 -1.211
C: -0.532 1.869 -0.454
H: -0.322 -3.314 1.097
H: 1.480 -1.906 1.957
H: 0.174 -1.258 -1.466
H: 1.060 0.987 -1.814
H: -1.006 0.993 -1.909
H: -1.719 2.672 0.833
N: 0.674 -1.753 1.276
N: -0.106 -0.532 -0.561
O: 0.620 -2.920 0.509
O: 1.000 0.532 1.165
O: -1.680 1.568 0.385
O: -0.029 2.897 -0.508

Properties
ΔE to the lowest compared entry with this formula, charge and spin in kJ/mol: 650.1
Frontier orbital gap in eV: 10.10
Energy in eV: -14373.288

The following is a quantum chemistry calculation of the molecule C3H6N2O4, from the Open Molecules 2025 dataset.

Element x y z (Å)
N: -2.239 0.450 -1.914
C: -1.479 0.967 -0.906
O: -1.117 2.111 -0.794
O: -1.190 -0.018 -0.014
C: -0.331 0.362 1.035
O: 1.004 0.235 0.613
C: 1.514 -1.028 0.722
N: 2.801 -1.017 0.308
O: 0.923 -1.994 1.155
H: -2.302 1.008 -2.762
H: -2.268 -0.556 -1.994
H: -0.546 -0.285 1.886
H: -0.449 1.424 1.283
H: 3.272 -1.905 0.210
H: 3.170 -0.193 -0.159

Properties
ΔE to the lowest compared entry with this formula, charge and spin in kJ/mol: 0.0
SMILES: NC(=O)OCOC(N)=O
Frontier orbital gap in eV: 11.41
Energy in eV: -14380.025

The following is a quantum chemistry calculation of a 2-piece molecular cluster, C3H6N2O5 overall in a non-equilibrium geometry, from the Open Molecules 2025 dataset.

Element x y z (Å)
C: 0.122 -0.381 -1.452
C: 0.578 1.644 1.658
C: 0.527 0.068 -0.159
N: -0.892 0.221 -2.141
N: -1.102 -1.506 0.538
O: 0.773 -1.276 -1.976
O: -0.660 -2.619 0.765
O: -2.182 -1.054 0.903
O: 1.591 -0.583 0.403
O: 0.057 1.131 0.402
H: 0.328 2.680 1.710
H: 1.600 1.762 1.350
H: 0.352 1.028 2.489
H: -1.431 0.713 -1.448
H: -1.393 -0.418 -2.811
H: 1.734 -1.411 -0.232

Properties
Multiplicity: 3
ΔE to the lowest compared entry with this formula, charge and spin in kJ/mol: 0.0
⟨S²⟩: 2.0084
Frontier orbital gap (spin up / spin down) in eV: 6.17 / 7.26
Energy in eV: -16419.970